{"formula": "C25H97Al2O29P", "method": "ωB97M-V with the def2-TZVPD basis set", "gap_ha": 0.1288, "lumo_energy_ev": -5.4059, "total_energy_ha": -4018.16622, "species": ["Al", "Al", "C", "O", "H", "H", "H", "C", "O", "H", "H", "H", "C", "O", "H", "H", "H", "P", "O", "O", "O", "O", "C", "O", "H", "H", "H", "H", "C", "O", "H", "H", "H", "H", "C", "O", "H", "H", "H", "H", "C", "O", "H", "H", "H", "H", "C", "O", "H", "H", "H", "H", "C", "O", "H", "H", "H", "H", "C", "O", "H", "H", "H", "H", "C", "O", "H", "H", "H", "H", "C", "O", "H", "H", "H", "H", "C", "O", "H", "H", "H", "H", "C", "O", "H", "H", "H", "H", "C", "O", "H", "H", "H", "H", "C", "O", "H", "H", "H", "H", "C", "O", "H", "H", "H", "H", "C", "O", "H", "H", "H", "H", "C", "O", "H", "H", "H", "H", "C", "O", "H", "H", "H", "H", "C", "O", "H", "H", "H", "H", "C", "O", "H", "H", "H", "H", "C", "O", "H", "H", "H", "H", "C", "O", "H", "H", "H", "H", "C", "O", "H", "H", "H", "H"], "positions_angstrom": [[16.57996, 0.24919, -9.32573], [14.76008, 4.80086, -7.69045], [11.77325, 7.66875, -6.72783], [13.05557, 7.32532, -7.11088], [11.82298, 8.33525, -5.86678], [11.18729, 8.23144, -7.45457], [11.17098, 6.80915, -6.43380], [16.56145, 1.75432, -5.38324], [16.14440, 2.04851, -6.69567], [17.04343, 0.78132, -5.28800], [17.18693, 2.50602, -4.90176], [15.74709, 1.77557, -4.65904], [19.96644, 0.39312, -6.94848], [19.43939, 0.30867, -8.25023], [20.05898, 1.39250, -6.52329], [19.44059, -0.22538, -6.22114], [21.03346, 0.17052, -6.94302], [14.67191, 2.88597, -10.69618], [15.86643, 2.95321, -9.74814], [13.57120, 3.04374, -9.62718], [14.71021, 1.44227, -11.27821], [14.65573, 4.09673, -11.67722], [13.23963, -1.70796, -10.47453], [14.41960, -1.92630, -9.69602], [12.42285, -1.39394, -9.82464], [13.40990, -0.86871, -11.14889], [13.06100, -2.68016, -10.93389], [14.39463, -2.83916, -9.39992], [15.20694, -1.29538, -13.47070], [15.86691, -0.43115, -12.51534], [14.86076, -0.74623, -14.34630], [15.85990, -2.07018, -13.87249], [14.32890, -1.79065, -13.05615], [15.25389, 0.25554, -12.24282], [19.35283, -1.47365, -12.25201], [18.91891, -0.54086, -11.28062], [19.91222, -0.94612, -13.02460], [20.03224, -2.27073, -11.95009], [18.49572, -1.89949, -12.77367], [19.66605, -0.17316, -10.80296], [13.04051, 3.40966, -4.03244], [13.44240, 4.45442, -4.92500], [13.86960, 3.23307, -3.34721], [12.15928, 3.76010, -3.49512], [12.83637, 2.52382, -4.63387], [13.52183, 5.22882, -4.36321], [8.66296, 5.29339, -9.28341], [7.79141, 4.87940, -8.25298], [9.11714, 4.44306, -9.79208], [8.04674, 5.84637, -9.99234], [9.43763, 5.96466, -8.91274], [7.01269, 4.53662, -8.69761], [12.84787, 2.02448, -13.78229], [12.83068, 0.85759, -13.00999], [13.83957, 2.15852, -14.21434], [12.00042, 2.02601, -14.46781], [12.61450, 2.89865, -13.17445], [13.38578, 1.01925, -12.24362], [14.23416, 6.45438, -13.80658], [13.58927, 5.21141, -13.59970], [13.95967, 7.11435, -12.98367], [15.31588, 6.33060, -13.75483], [13.98827, 6.82324, -14.80236], [13.98163, 4.83068, -12.81059], [17.26534, -3.53310, -10.78564], [17.40254, -2.63950, -9.67272], [18.23411, -3.96317, -11.03988], [16.57136, -4.34042, -10.55170], [16.83006, -3.00667, -11.63505], [17.92633, -3.12318, -9.02983], [10.62855, 1.80347, -10.81106], [11.11715, 2.89649, -10.01449], [10.74649, 1.98375, -11.87956], [11.12048, 0.87103, -10.53421], [9.55689, 1.68059, -10.65440], [12.07085, 2.97887, -10.08711], [18.97731, 4.79310, -7.93855], [17.89100, 4.50130, -7.09885], [18.59629, 5.43663, -8.73152], [19.78417, 5.28669, -7.39685], [19.37419, 3.84639, -8.30506], [17.86456, 3.54866, -6.98318], [12.10107, 6.35051, -10.49037], [13.41137, 6.01387, -10.23862], [12.05241, 7.02616, -11.34431], [11.49859, 5.45478, -10.64131], [11.65925, 6.98980, -9.72604], [13.64992, 5.36875, -10.90834], [14.96242, 4.70495, -16.85993], [13.97489, 3.94900, -16.31073], [15.94568, 4.31396, -16.59831], [14.90668, 4.73170, -17.94817], [14.90927, 5.76354, -16.60564], [13.80421, 4.19713, -15.39920], [17.28134, 6.41213, -11.02249], [16.33459, 5.70016, -10.27428], [18.04266, 6.87125, -10.39185], [17.85743, 5.70807, -11.62292], [16.87183, 7.14147, -11.72139], [15.84008, 5.19130, -10.92090], [17.02686, 2.30042, -13.73688], [16.65454, 3.62524, -13.43712], [16.29359, 1.74500, -14.32162], [18.00363, 2.29538, -14.22061], [17.19298, 1.79726, -12.78434], [15.82981, 3.54996, -12.95157], [12.29339, 0.19260, -7.69800], [13.40274, 0.58012, -8.49551], [12.31577, -0.78189, -7.21017], [12.17548, 0.96097, -6.93392], [11.33820, 0.22954, -8.22179], [13.36318, 1.45136, -8.89671], [10.19381, 4.67437, -13.90140], [10.87444, 5.91251, -14.10829], [9.11010, 4.78702, -13.93276], [10.43853, 3.94962, -14.67790], [10.45596, 4.33771, -12.89839], [11.82615, 5.78669, -14.11034], [11.13373, -1.26093, -15.04902], [11.70729, -1.64098, -13.79789], [11.76867, -0.60338, -15.64279], [10.91807, -2.21213, -15.53564], [10.20206, -0.72434, -14.86963], [11.98884, -0.84241, -13.34555], [17.61529, 7.96499, -7.38657], [16.35869, 7.45659, -7.68264], [18.11056, 7.25939, -6.71954], [18.15794, 8.10289, -8.32178], [17.46852, 8.92896, -6.89941], [15.81924, 8.10859, -8.13595], [14.32778, 9.20541, -9.90840], [14.36140, 9.49527, -8.52608], [13.28034, 9.22582, -10.20932], [14.78227, 9.90033, -10.61453], [14.73282, 8.21099, -10.09592], [13.78604, 8.82963, -8.14204], [18.98623, 5.52859, -15.01992], [17.78892, 5.78178, -14.29538], [19.68477, 6.36335, -14.96225], [19.54933, 4.66178, -14.67402], [18.74170, 5.23566, -16.04094], [17.35118, 4.94761, -14.11062], [10.69087, 3.78471, -6.59450], [11.91974, 3.69469, -7.39925], [10.85933, 3.58884, -5.53556], [10.22476, 4.76243, -6.71652], [10.01630, 3.02589, -6.99104], [11.60762, 3.40259, -8.25882], [19.28522, 3.35681, -11.14675], [18.37852, 2.48634, -10.46628], [20.31089, 3.04412, -10.95095], [19.10322, 3.33845, -12.22129], [19.34129, 4.37198, -10.75383], [17.59154, 3.00651, -10.28829]], "forces_ev_per_a": [[0.01, 1.86, -0.38], [-0.77, -0.74, -1.71], [0.45, 0.02, -0.26], [0.45, -0.32, -0.14], [0.19, -0.09, 0.67], [0.08, -0.22, -0.72], [-0.08, -0.40, 0.21], [-1.04, 0.70, -0.11], [0.52, 0.12, 0.04], [0.16, -0.19, -0.22], [0.93, 0.30, -0.55], [-0.74, -0.55, -0.10], [-1.11, 0.62, -0.68], [-0.19, -0.22, 0.76], [-0.66, 0.64, -0.19], [0.16, -0.40, -0.06], [0.38, -0.89, -0.52], [-0.07, -0.32, 1.06], [3.02, -0.30, 1.24], [-1.11, 0.59, 0.20], [-0.25, 1.05, 0.23], [0.31, -1.88, 0.81], [0.09, -0.08, 0.54], [0.74, 0.56, 0.25], [-0.16, -0.26, -0.02], [0.13, -0.45, -0.18], [-0.60, 0.47, -0.65], [0.25, 0.10, 0.13], [-0.09, 0.36, 0.23], [0.48, -1.91, -0.96], [-0.03, 0.32, 0.04], [0.46, 0.10, 0.42], [0.00, 0.01, 0.14], [-0.27, 0.60, 0.12], [0.28, 0.51, -1.07], [-0.42, -0.31, 0.33], [0.07, 0.20, -0.21], [-0.22, -0.12, 0.74], [-0.11, 0.07, 0.39], [0.09, 0.06, 0.09], [0.43, 0.31, -0.31], [0.14, 0.16, -0.29], [-0.17, -0.36, 0.21], [-0.12, -0.40, 0.13], [-0.05, 0.08, 0.15], [0.16, 0.35, -0.26], [-0.39, 0.18, -0.73], [-0.02, -0.20, 0.66], [0.24, 0.02, 0.03], [0.36, 0.24, -0.40], [-0.07, -0.17, 0.25], [-0.07, -0.08, 0.21], [-0.36, 0.68, 0.39], [-0.95, -1.00, -0.39], [-0.22, 0.17, -0.57], [0.47, -0.41, -0.57], [0.27, 0.21, 0.31], [0.53, 0.17, 0.61], [0.49, -0.20, 0.35], [-0.77, 0.56, -1.69], [-0.19, 0.57, -0.28], [0.21, 0.01, -0.17], [-0.19, 0.25, 0.26], [0.15, -0.82, 0.51], [-0.38, 0.01, -0.01], [-0.19, -0.02, -0.13], [-0.02, 0.07, -0.19], [-0.02, -0.15, 0.16], [0.24, 0.24, 0.18], [0.07, 0.27, 0.27], [0.07, 0.49, 0.35], [-2.40, -0.46, -0.36], [0.28, 0.02, -0.01], [0.11, -0.10, -0.10], [-0.01, 0.14, 0.31], [1.25, -0.06, -0.13], [0.24, -0.17, -0.33], [-0.91, 0.10, 0.80], [0.34, -0.13, -0.20], [-0.04, 0.25, 0.13], [0.07, 0.19, -0.54], [-0.52, -0.30, 0.04], [-1.34, 0.80, -0.39], [1.13, 0.31, 1.23], [-0.15, -0.26, -0.64], [-0.32, 0.12, -0.06], [0.23, -0.38, 0.67], [0.56, -0.57, -0.08], [1.40, 1.15, -0.74], [-1.68, -1.22, 0.14], [0.34, 0.16, 0.08], [-0.24, -0.48, -0.15], [0.10, 0.14, 0.41], [0.13, 0.28, 0.40], [1.12, -0.28, -0.48], [0.05, 0.57, 0.85], [-0.36, 0.31, 0.35], [-0.05, 0.00, -0.34], [-0.24, 0.20, 0.16], [-0.52, -0.56, -0.15], [0.82, -0.52, 0.74], [0.02, -0.27, -0.64], [-0.03, 0.12, -0.14], [-0.13, 0.15, -0.38], [-0.12, -0.45, -0.07], [-0.51, 0.62, 0.42], [-0.43, 1.80, 0.10], [0.56, -2.40, 0.34], [0.91, -0.08, -0.34], [-0.05, -0.12, 0.49], [-0.05, -0.09, -0.56], [-0.57, 0.99, 0.06], [0.73, 0.50, 0.19], [-1.30, 0.34, -0.40], [0.06, 0.55, -0.05], [0.21, -0.22, 0.11], [-0.04, -0.61, 0.02], [0.21, -0.61, 0.28], [-0.16, -0.31, 0.93], [-0.04, -0.27, -0.35], [0.27, -0.21, -0.11], [0.01, 0.30, -0.39], [-0.25, 0.01, -0.15], [0.24, 0.53, 0.07], [0.12, 0.48, 0.00], [-1.43, -1.66, 0.04], [0.13, 0.15, -0.11], [0.50, 0.02, 0.12], [0.47, 0.13, 0.19], [-0.26, 0.45, -0.04], [-1.02, -0.61, -0.89], [1.01, 0.67, -0.04], [-0.18, -0.34, -0.28], [0.57, 0.47, 0.84], [-0.01, -0.11, -0.21], [-0.26, -0.38, 0.51], [-0.48, -0.64, 0.00], [1.23, 1.12, -0.36], [-0.38, 0.22, -0.18], [0.00, -0.21, 0.63], [0.12, 0.53, -0.43], [-0.31, -0.55, 0.20], [0.73, -0.23, -1.04], [-0.52, 0.50, 1.65], [0.35, 0.03, -0.20], [-0.01, 0.01, 0.03], [-0.23, 0.07, 0.18], [0.03, -0.21, -0.70], [0.73, -0.59, 0.18], [0.94, 0.37, -0.09], [0.06, -0.64, -0.18], [-0.02, 0.26, 0.00], [-0.81, 0.14, -0.06], [-1.02, 0.09, 0.26]], "lowdin_charge": [1.41, 1.44, -0.20, -0.19, 0.09, 0.08, 0.08, -0.25, -0.30, 0.07, 0.07, 0.05, -0.21, -0.19, 0.07, 0.08, 0.09, 0.15, -0.37, -0.35, -0.34, -0.35, -0.11, -0.16, 0.07, 0.06, 0.10, 0.08, -0.12, -0.16, 0.08, 0.07, 0.06, -0.03, -0.15, -0.15, 0.08, 0.08, 0.07, 0.07, -0.13, -0.19, 0.08, 0.08, 0.08, 0.08, -0.16, -0.13, 0.06, 0.08, 0.07, 0.07, -0.13, -0.16, 0.08, 0.09, 0.06, 0.00, -0.11, -0.17, 0.08, 0.07, 0.09, -0.02, -0.13, -0.17, 0.08, 0.08, 0.07, 0.09, -0.10, -0.17, 0.06, 0.07, 0.08, -0.02, -0.14, -0.15, 0.06, 0.09, 0.08, 0.04, -0.15, -0.15, 0.08, 0.08, 0.07, 0.02, -0.20, -0.10, 0.07, 0.08, 0.07, 0.04, -0.15, -0.16, 0.07, 0.06, 0.09, 0.01, -0.12, -0.14, 0.08, 0.09, 0.06, 0.03, -0.14, -0.16, 0.08, 0.06, 0.07, 0.01, -0.15, -0.13, 0.08, 0.07, 0.06, 0.02, -0.15, -0.15, 0.07, 0.08, 0.07, 0.02, -0.14, -0.16, 0.08, 0.08, 0.09, 0.04, -0.14, -0.12, 0.08, 0.09, 0.06, 0.02, -0.16, -0.15, 0.08, 0.06, 0.07, -0.01, -0.08, -0.19, 0.06, 0.06, 0.09, 0.01, -0.13, -0.17, 0.08, 0.07, 0.06, 0.01]}